[1]
The following is a DFT calculation (the ωB97M-V functional and the def2-TZVPD basis) of a 2-piece molecular cluster, C5H11NO overall at a distorted geometry.

Cartesian coordinates (Å):
C  -2.81  0.95  0.33
C  -1.83  -0.03  0.25
C  -0.40  -0.04  0.28
C  0.19  -1.18  1.03
C  0.26  0.83  -0.49
N  1.58  1.24  -0.32
H  -2.47  1.96  0.59
H  -3.87  0.77  0.36
H  -2.23  -1.06  0.20
H  1.03  -1.65  0.51
H  0.71  -0.72  1.92
H  -0.52  -2.00  1.34
H  -0.16  1.52  -1.22
H  2.03  0.89  0.53
H  1.68  2.26  -0.40
O  2.22  -1.56  -1.35
H  1.96  -0.59  -1.34
H  2.65  -1.60  -2.22

The calculation puts the calculated total energy at -327.0370 hartree. Its HOMO-LUMO gap is 0.3132 Ha. The SMILES is C=C/C(C)=C/N.O. Its charge is 0.

Atom charges from the Löwdin analysis, given in e for atoms 1 to 5: atom 1 (C): 0.0272, atom 2 (C): -0.1733, atom 3 (C): -0.3436, atom 4 (C): -0.0593, atom 5 (C): -0.1798

[2]
The following is a DFT calculation (the ωB97M-V functional and the def2-TZVPD basis) of C4H9NO as an isolated structure.

Cartesian coordinates (Å):
C  -1.23  0.33  1.01
C  0.08  -0.30  -0.25
C  -0.71  -0.31  -1.53
N  1.14  0.64  -0.18
C  2.21  0.15  0.52
O  2.42  -1.01  0.85
H  -1.93  -0.47  0.78
H  -1.69  1.29  0.77
H  -0.92  0.26  2.05
H  0.27  -1.27  0.21
H  -0.03  -0.65  -2.32
H  -1.05  0.69  -1.79
H  -1.57  -1.00  -1.49
H  -0.09  0.74  0.55
H  2.93  0.96  0.79

The calculation puts the calculated total energy at -287.6616 hartree. Its HOMO-LUMO gap is 0.3510 Ha. Its charge is 0.

Atom charges from the Löwdin analysis, given in e for atoms 1 to 5: atom 1 (C): 0.0139, atom 2 (C): -0.3424, atom 3 (C): -0.0563, atom 4 (N): -0.0358, atom 5 (C): -0.4139

[3]
The following is a DFT calculation (the ωB97M-V functional and the def2-TZVPD basis) of CH6N4S2 in the gas phase at a distorted geometry.

Cartesian coordinates (Å):
N  2.20  0.34  -1.30
N  0.81  0.76  -1.75
C  -0.07  0.44  -0.61
N  -1.22  -0.05  -0.92
S  -2.33  -0.37  0.35
N  0.49  0.77  0.56
S  0.90  -0.67  1.58
H  2.49  -0.45  -1.87
H  2.86  1.04  -1.55
H  0.50  0.23  -2.59
H  -1.76  0.21  1.45
H  1.28  1.31  0.53
H  1.85  -1.18  0.70

The calculation puts the calculated total energy at -1057.0101 hartree. Its HOMO-LUMO gap is 0.3165 Ha. The SMILES is NN/C(=N/S)NS. Its charge is 0.

Atom charges from the Löwdin analysis, given in e for atoms 1 to 5: atom 1 (N): -0.0042, atom 2 (N): -0.0087, atom 3 (C): -0.6820, atom 4 (N): -0.3310, atom 5 (S): 0.6599

[4]
The following is a DFT calculation (the ωB97M-V functional and the def2-TZVPD basis) of C2H8BrCuN4O2 as an isolated structure at a distorted geometry.

Cartesian coordinates (Å):
Cu  5.98  15.27  -15.25
Br  6.24  17.86  -14.81
C  9.81  17.63  -16.75
O  9.04  16.73  -17.04
N  10.92  17.89  -17.37
N  9.45  18.57  -15.93
H  11.25  17.36  -18.15
H  11.38  18.78  -17.20
H  9.98  19.41  -15.77
H  8.48  18.59  -15.63
C  2.25  17.80  -14.04
O  2.62  17.04  -13.19
N  0.98  18.11  -14.24
N  3.05  18.48  -14.79
H  0.34  17.62  -13.63
H  0.71  18.60  -15.08
H  2.59  19.28  -15.20
H  4.03  18.39  -14.58

The calculation puts the calculated total energy at -4664.7056 hartree. Its HOMO-LUMO gap (alpha / beta) is 0.2756 / 0.1362 Ha. Its multiplicity is 2. Its charge is +1.

Atom charges from the Löwdin analysis, given in e for atoms 1 to 5: atom 1 (Cu): 0.5429, atom 2 (Br): 0.4453, atom 3 (C): -0.7420, atom 4 (O): 0.0797, atom 5 (N): 0.1996

[5]
The following is a DFT calculation (the ωB97M-V functional and the def2-TZVPD basis) of a 2-piece molecular cluster, C25H26FN5O2 overall at a distorted geometry.

Cartesian coordinates (Å):
N  4.07  -3.34  2.61
C  3.98  -2.68  1.65
C  3.88  -1.87  0.48
C  2.77  -1.04  0.28
C  2.68  -0.25  -0.87
C  3.71  -0.25  -1.83
C  3.64  0.63  -3.07
C  2.98  -0.12  -4.27
C  1.67  0.61  -4.68
C  1.73  1.79  -3.79
C  1.04  2.96  -3.61
N  1.69  3.68  -2.60
C  2.73  2.97  -2.22
N  2.76  1.78  -2.93
C  4.81  -1.10  -1.63
F  5.81  -1.17  -2.55
C  4.89  -1.90  -0.49
H  1.96  -1.02  1.01
H  1.79  0.37  -1.00
H  4.65  0.97  -3.34
H  3.67  -0.13  -5.11
H  2.76  -1.16  -4.01
H  1.67  0.90  -5.74
H  0.79  0.00  -4.47
H  0.17  3.28  -4.17
H  3.45  3.26  -1.46
H  5.76  -2.54  -0.36
C  -4.72  0.82  0.84
N  -4.51  -0.54  1.35
C  -3.59  -0.96  2.23
O  -3.58  -2.14  2.54
C  -2.52  0.01  2.77
C  -1.13  -0.34  2.24
C  -1.09  -0.50  0.73
C  -1.03  0.64  -0.10
C  -1.07  0.49  -1.50
C  -1.16  -0.79  -2.07
C  -1.22  -1.93  -1.24
C  -1.18  -1.78  0.16
N  -2.50  0.03  4.24
C  -3.41  0.70  4.95
C  -3.38  0.51  6.45
O  -4.23  1.45  4.45
H  -4.88  1.51  1.68
H  -3.85  1.14  0.27
H  -5.60  0.84  0.20
H  -5.14  -1.26  1.03
H  -2.75  1.02  2.43
H  -0.42  0.44  2.54
H  -0.80  -1.28  2.70
H  -0.97  1.62  0.34
H  -1.03  1.36  -2.13
H  -1.19  -0.91  -3.14
H  -1.30  -2.91  -1.68
H  -1.25  -2.65  0.79
H  -1.88  -0.60  4.71
H  -3.57  -0.54  6.68
H  -4.15  1.12  6.90
H  -2.40  0.80  6.84

The calculation puts the calculated total energy at -1492.4216 hartree. Its HOMO-LUMO gap is 0.3217 Ha. The SMILES is N#Cc1ccc([C@H]2CCc3cncn32)c(F)c1.CNC(=O)[C@H](Cc1ccccc1)NC(C)=O. Its charge is 0.

Atom charges from the Löwdin analysis, given in e for atoms 1 to 5: atom 1 (N): 0.1588, atom 2 (C): -0.1733, atom 3 (C): -0.2263, atom 4 (C): -0.0077, atom 5 (C): 0.0183

[6]
The following is a DFT calculation (the ωB97M-V functional and the def2-TZVPD basis) of a 11-piece molecular cluster, C25H74NO21 overall at a distorted geometry.

Cartesian coordinates (Å):
C  -0.31  1.71  -1.26
N  -0.59  0.43  -0.82
C  -2.01  0.03  -1.05
C  0.39  -0.56  -1.59
C  -0.19  0.34  0.64
C  -0.44  -0.99  1.29
O  0.30  -1.17  2.56
H  0.65  2.13  -0.91
H  -1.03  2.51  -0.85
H  -0.59  1.80  -2.28
H  -2.07  -0.10  -2.24
H  -2.70  0.84  -0.84
H  -2.43  -0.81  -0.53
H  0.19  -1.40  -1.22
H  1.32  -0.26  -1.23
H  0.61  -0.23  -2.73
H  -0.71  1.16  1.21
H  0.74  0.68  0.90
H  -0.20  -2.05  0.94
H  -1.51  -1.16  1.53
H  0.06  -1.96  2.98
C  -0.74  0.61  -5.68
C  0.56  1.37  -5.34
O  1.04  2.06  -6.46
O  -1.05  -0.29  -4.64
H  -0.27  -0.21  -6.56
H  -1.57  1.17  -6.01
H  1.27  0.70  -5.00
H  0.63  1.95  -4.45
H  0.52  2.93  -6.47
H  -1.67  -0.77  -4.85
C  0.84  -4.95  1.06
C  1.20  -6.37  0.46
O  0.27  -7.33  1.06
O  1.92  -4.11  0.67
H  0.72  -5.21  2.10
H  -0.16  -4.40  0.77
H  2.23  -6.81  0.73
H  1.33  -6.30  -0.62
H  0.38  -7.45  1.97
H  2.12  -4.18  -0.35
C  -3.91  -3.58  -1.83
C  -2.59  -3.78  -1.30
O  -2.30  -3.22  -0.02
O  -4.22  -4.23  -2.99
H  -4.23  -2.56  -1.84
H  -4.60  -3.97  -1.10
H  -1.83  -3.58  -1.95
H  -2.58  -4.87  -1.04
H  -2.89  -3.55  0.61
H  -5.16  -4.15  -2.93
C  -3.90  1.94  2.62
C  -5.31  1.73  3.12
O  -5.30  2.08  4.38
O  -3.96  1.42  1.32
H  -3.14  1.45  3.10
H  -3.74  2.91  2.50
H  -5.46  0.71  3.41
H  -6.04  2.37  2.79
H  -4.69  1.59  4.80
H  -4.47  1.85  0.75
C  -3.62  2.76  -4.42
C  -2.74  3.60  -3.44
O  -2.98  3.26  -2.16
O  -3.23  3.32  -5.71
H  -4.56  2.74  -4.33
H  -3.20  1.82  -4.41
H  -2.71  4.68  -3.50
H  -1.75  3.34  -3.82
H  -3.58  3.87  -1.85
H  -3.51  2.67  -6.40
C  3.95  1.50  0.93
C  3.71  3.04  0.55
O  3.93  3.91  1.70
O  3.93  0.79  -0.23
H  3.15  1.11  1.65
H  4.72  1.60  1.41
H  2.76  3.12  0.25
H  4.46  3.46  -0.17
H  3.78  4.79  1.37
H  3.74  -0.08  0.07
C  0.46  -3.31  5.57
C  -1.01  -3.50  5.16
O  -1.06  -3.26  3.73
O  0.52  -3.60  6.92
H  0.84  -2.32  5.61
H  1.16  -3.94  4.87
H  -1.68  -2.79  5.81
H  -1.32  -4.41  5.42
H  -1.85  -3.67  3.54
H  1.27  -3.72  7.14
C  4.00  -1.16  3.83
C  3.38  -2.26  2.93
O  3.46  -1.90  1.52
O  4.11  -1.49  5.17
H  3.56  -0.29  3.65
H  4.90  -0.81  3.33
H  2.30  -2.34  2.97
H  4.10  -3.19  2.95
H  2.79  -2.50  1.04
H  4.84  -2.03  5.52
C  4.10  1.39  -3.60
C  4.20  2.59  -4.57
O  5.49  2.53  -5.10
O  3.07  1.43  -2.65
H  5.13  1.15  -3.09
H  3.74  0.52  -4.03
H  4.25  3.66  -3.94
H  3.50  2.60  -5.34
H  5.58  3.11  -5.89
H  3.26  1.32  -1.71
C  0.23  4.75  2.02
C  -0.82  3.94  2.84
O  -0.83  4.33  4.14
O  0.44  4.11  0.79
H  0.93  4.75  2.83
H  -0.03  5.84  1.99
H  -0.53  2.89  2.70
H  -1.74  4.03  2.29
H  -0.51  3.63  4.80
H  0.72  4.71  0.09

The calculation puts the calculated total energy at -2630.6873 hartree. Its HOMO-LUMO gap is 0.3433 Ha. Its charge is +1.

Atom charges from the Löwdin analysis, given in e for atoms 1 to 5: atom 1 (C): -0.0773, atom 2 (N): -0.2989, atom 3 (C): 0.0261, atom 4 (C): 0.1025, atom 5 (C): -0.0763

[7]
The following is a DFT calculation (the ωB97M-V functional and the def2-TZVPD basis) of C4H5ClF2 in the gas phase at a distorted geometry.

Cartesian coordinates (Å):
C  -1.45  -0.33  -0.07
C  -0.36  0.63  -0.50
F  -0.69  1.96  -0.24
C  0.98  0.45  0.14
Cl  2.12  1.80  0.64
C  1.50  -0.70  0.44
F  0.99  -1.82  0.04
H  -2.35  -0.17  -0.67
H  -1.21  -1.35  -0.26
H  -1.61  -0.21  1.04
H  -0.25  0.58  -1.61
H  2.33  -0.84  1.04

The calculation puts the calculated total energy at -815.2871 hartree. Its HOMO-LUMO gap is 0.3890 Ha. The SMILES is C[C@@H](F)/C(Cl)=C\F. Its charge is 0.

Atom charges from the Löwdin analysis, given in e for atoms 1 to 5: atom 1 (C): -0.0272, atom 2 (C): -0.3852, atom 3 (F): -0.0498, atom 4 (C): -0.4937, atom 5 (Cl): 0.6104

[8]
The following is a DFT calculation (the ωB97M-V functional and the def2-TZVPD basis) of a 2-piece molecular cluster, C2H2ClI overall at a distorted geometry.

Cartesian coordinates (Å):
C  -0.26  -0.25  -1.27
C  0.09  0.89  -1.11
Cl  0.61  2.41  -1.33
H  -0.53  -1.25  -0.95
I  -0.29  -1.33  2.90
H  0.38  -0.47  1.77

The calculation puts the calculated total energy at -835.1942 hartree. Its HOMO-LUMO gap is 0.3925 Ha. The SMILES is C#CCl.I. Its charge is 0.

Atom charges from the Löwdin analysis, given in e for atoms 1 to 5: atom 1 (C): 0.0169, atom 2 (C): -0.7631, atom 3 (Cl): 0.7097, atom 4 (H): 0.0314, atom 5 (I): 0.4134